# 1
{
  "formula": "C36H52Cl39F10NOPS",
  "method": "ωB97M-V/def2-TZVPD",
  "spin_multiplicity": 1,
  "total_charge": -1,
  "elements": ["C", "C", "O", "C", "P", "C", "C", "N", "C", "C", "C", "F", "F", "C", "F", "F", "S", "F", "F", "F", "F", "F", "C", "C", "C", "C", "C", "C", "C", "C", "C", "C", "F", "C", "C", "C", "C", "H", "H", "H", "H", "H", "H", "H", "H", "H", "H", "H", "H", "H", "H", "H", "H", "H", "H", "H", "H", "H", "H", "H", "H", "H", "H", "H", "H", "H", "H", "H", "H", "H", "H", "H", "H", "H", "H", "H", "C", "Cl", "Cl", "Cl", "H", "C", "Cl", "Cl", "Cl", "H", "C", "Cl", "Cl", "Cl", "H", "C", "Cl", "Cl", "Cl", "H", "C", "Cl", "Cl", "Cl", "H", "C", "Cl", "Cl", "Cl", "H", "C", "Cl", "Cl", "Cl", "H", "C", "Cl", "Cl", "Cl", "H", "C", "Cl", "Cl", "Cl", "H", "C", "Cl", "Cl", "Cl", "H", "C", "Cl", "Cl", "Cl", "H", "C", "Cl", "Cl", "Cl", "H", "C", "Cl", "Cl", "Cl", "H"],
  "positions_angstrom": [[-4.266, -3.685, -1.049], [-2.844, -3.156, -0.818], [-2.815, -1.785, -1.105], [-1.561, -1.174, -0.652], [-1.235, 0.537, -1.497], [-1.501, -0.260, -3.260], [-1.340, -1.744, -3.654], [-0.193, -2.558, -3.190], [0.640, 0.061, -1.728], [1.772, 0.509, -0.771], [2.241, -0.582, 0.179], [2.913, -0.015, 1.226], [1.216, -1.290, 0.693], [3.305, -1.513, -0.536], [4.495, -0.886, -0.413], [3.098, -1.662, -1.850], [3.527, -3.288, 0.175], [2.039, -3.648, -0.183], [3.982, -3.827, -1.263], [5.068, -3.024, 0.500], [3.161, -2.832, 1.640], [3.719, -4.764, 0.732], [-0.843, 1.516, 0.214], [-0.434, 1.013, 1.589], [-1.145, 0.183, 2.454], [-0.697, -0.194, 3.699], [0.505, 0.285, 4.182], [1.217, 1.170, 3.399], [2.514, 1.765, 3.893], [0.742, 1.512, 2.148], [-3.176, 0.865, -1.222], [-3.803, 0.633, 0.127], [-3.573, 2.256, -1.470], [-1.035, 2.285, -2.366], [0.390, 2.671, -2.786], [-1.921, 2.606, -3.595], [-2.320, 4.102, -3.671], [-4.891, -2.926, -1.513], [-4.704, -4.066, -0.128], [-4.237, -4.533, -1.736], [-2.147, -3.705, -1.466], [-2.551, -3.321, 0.227], [-1.664, -1.134, 0.438], [-0.805, -1.929, -0.870], [-2.506, -0.045, -3.631], [-0.859, 0.278, -3.966], [-2.252, -2.311, -3.465], [-1.324, -1.756, -4.752], [0.609, -2.497, -3.804], [-0.467, -3.529, -3.145], [0.722, -1.022, -1.666], [0.970, 0.170, -2.760], [1.740, 1.478, -0.280], [2.664, 0.645, -1.399], [-1.643, 2.249, 0.374], [-0.059, 2.227, -0.062], [-2.098, -0.210, 2.121], [-1.277, -0.874, 4.313], [0.856, -0.009, 5.166], [2.369, 2.843, 4.030], [3.320, 1.650, 3.169], [2.778, 1.365, 4.869], [1.394, 2.242, 1.668], [-3.778, 0.332, -1.956], [-3.744, -0.377, 0.516], [-3.464, 1.332, 0.883], [-4.877, 0.841, 0.027], [-1.311, 3.083, -1.677], [0.355, 3.689, -3.202], [0.792, 2.054, -3.592], [1.088, 2.763, -1.954], [-1.394, 2.349, -4.519], [-2.854, 2.049, -3.620], [-3.397, 4.212, -3.583], [-1.778, 4.704, -2.942], [-2.039, 4.500, -4.651], [5.256, -0.924, 4.880], [6.324, 0.457, 5.170], [3.836, -0.841, 5.922], [4.801, -0.987, 3.185], [5.793, -1.830, 5.126], [1.137, -4.248, 4.156], [0.973, -4.600, 2.445], [0.494, -2.652, 4.513], [0.331, -5.481, 5.143], [2.189, -4.252, 4.411], [3.345, 5.233, -0.140], [3.438, 5.058, -1.885], [2.826, 6.864, 0.306], [2.290, 4.021, 0.596], [4.339, 5.082, 0.258], [-1.233, -2.903, -7.950], [-1.822, -2.801, -9.616], [-1.672, -1.478, -7.024], [-1.834, -4.368, -7.167], [-0.154, -2.963, -7.985], [5.066, 0.032, -3.985], [5.588, -0.608, -5.551], [6.425, 0.721, -3.102], [3.787, 1.224, -4.200], [4.669, -0.789, -3.402], [-4.749, -0.204, 4.247], [-3.996, 1.282, 3.674], [-5.333, -1.198, 2.913], [-3.603, -1.116, 5.238], [-5.599, 0.048, 4.866], [5.307, 2.703, -7.760], [5.791, 2.034, -9.321], [6.682, 3.433, -6.931], [4.002, 3.871, -7.959], [4.941, 1.890, -7.145], [-1.176, -4.921, 8.740], [0.389, -4.307, 9.274], [-2.258, -5.152, 10.125], [-1.901, -3.850, 7.556], [-1.017, -5.886, 8.277], [-6.159, 3.859, -0.277], [-7.867, 3.476, -0.544], [-5.726, 5.368, -1.081], [-5.802, 3.943, 1.446], [-5.553, 3.067, -0.705], [4.961, -0.208, -12.801], [6.199, 1.028, -12.557], [3.702, -0.098, -11.576], [4.272, -0.087, -14.422], [5.435, -1.176, -12.711], [6.954, 4.082, 3.819], [5.262, 4.021, 3.332], [7.796, 5.414, 3.022], [7.095, 4.210, 5.575], [7.424, 3.157, 3.512], [-8.729, -0.969, 6.637], [-6.990, -1.060, 6.345], [-9.311, 0.684, 6.437], [-9.599, -2.076, 5.577], [-8.911, -1.268, 7.660], [-3.552, -1.181, 10.398], [-2.297, 0.044, 10.588], [-4.940, -0.822, 11.431], [-4.040, -1.327, 8.715], [-3.141, -2.133, 10.709]]
}

# 2
{
  "formula": "C5H4N2O2",
  "method": "ωB97M-V/def2-TZVPD",
  "spin_multiplicity": 1,
  "elements": ["C", "C", "C", "C", "C", "H", "H", "H", "H", "N", "N", "O", "O"],
  "positions_angstrom": [[-0.299, -0.856, -0.952], [0.486, -0.445, 0.141], [1.679, -0.133, 1.024], [-0.421, 0.627, 0.338], [-1.516, 0.170, -0.593], [-1.011, -1.673, -2.524], [1.626, 1.574, 2.245], [-1.829, 0.758, -1.517], [-2.387, -0.341, -0.084], [1.215, 1.212, 1.399], [-0.058, 1.568, 1.085], [-0.242, -1.827, -1.834], [2.756, -0.633, 1.273]]
}

# 3
{
  "formula": "C4H6N2O",
  "method": "ωB97M-V/def2-TZVPD",
  "spin_multiplicity": 1,
  "elements": ["C", "N", "C", "O", "N", "C", "C", "H", "H", "H", "H", "H", "H"],
  "positions_angstrom": [[0.463, 1.292, 0.461], [-0.238, 1.212, -0.803], [-0.719, -0.032, -1.160], [-1.673, -0.140, -1.900], [-0.043, -1.252, -0.766], [0.893, -1.513, 0.425], [-0.326, -1.869, 0.536], [0.512, 2.348, 0.757], [1.501, 0.974, 0.318], [-0.042, 0.600, 1.170], [-0.980, 1.895, -0.910], [1.811, -1.165, 0.855], [-1.157, -2.349, 1.015]]
}

# 4
{
  "formula": "C12H42N2O9",
  "method": "ωB97M-V/def2-TZVPD",
  "spin_multiplicity": 1,
  "elements": ["N", "C", "N", "O", "H", "H", "H", "H", "C", "C", "O", "H", "H", "H", "H", "H", "H", "C", "C", "O", "H", "H", "H", "H", "H", "H", "C", "C", "O", "H", "H", "H", "H", "H", "H", "C", "O", "H", "H", "H", "H", "C", "O", "H", "H", "H", "H", "C", "O", "H", "H", "H", "H", "C", "O", "H", "H", "H", "H", "C", "O", "H", "H", "H", "H"],
  "positions_angstrom": [[4.023, 2.551, -6.141], [4.066, 1.340, -5.690], [4.984, 0.581, -6.127], [3.200, 0.893, -4.991], [3.297, 3.149, -5.774], [4.796, 2.913, -6.682], [4.918, -0.423, -6.043], [5.694, 1.038, -6.683], [1.702, -7.983, -0.844], [0.991, -7.022, 0.169], [0.730, -7.818, 1.369], [1.182, -8.925, -1.016], [2.720, -8.292, -0.608], [1.883, -7.577, -1.840], [0.065, -6.564, -0.180], [1.649, -6.202, 0.456], [-0.149, -7.549, 1.646], [0.253, -2.753, 7.157], [-0.716, -2.247, 8.331], [-2.017, -2.850, 8.356], [1.214, -2.257, 7.023], [-0.228, -2.864, 6.186], [0.476, -3.774, 7.468], [-0.845, -1.183, 8.133], [-0.270, -2.334, 9.322], [-2.543, -2.248, 8.888], [-0.378, 5.719, -1.449], [0.915, 6.385, -1.922], [1.111, 6.306, -3.312], [-1.305, 6.199, -1.762], [-0.431, 5.688, -0.360], [-0.416, 4.696, -1.825], [1.795, 5.907, -1.491], [0.925, 7.461, -1.750], [1.889, 6.859, -3.414], [-2.995, 1.620, 3.724], [-4.033, 1.689, 4.723], [-2.753, 2.577, 3.262], [-2.094, 1.153, 4.122], [-3.312, 0.909, 2.961], [-3.939, 2.566, 5.103], [3.516, 2.885, 4.762], [2.486, 3.228, 3.873], [3.502, 1.863, 5.139], [4.488, 2.915, 4.270], [3.545, 3.607, 5.578], [2.309, 2.446, 3.344], [-5.418, -1.730, -3.008], [-5.165, -2.509, -1.858], [-5.097, -0.690, -2.940], [-4.930, -2.062, -3.925], [-6.507, -1.704, -3.057], [-5.947, -2.774, -1.368], [-0.198, -1.303, -0.309], [0.682, -0.216, 0.000], [-0.982, -0.999, -1.002], [0.486, -1.963, -0.843], [-0.492, -1.776, 0.628], [0.893, 0.204, -0.837], [-2.290, 1.852, -6.325], [-2.492, 3.083, -5.568], [-2.016, 1.034, -5.659], [-3.203, 1.517, -6.818], [-1.508, 2.103, -7.041], [-1.721, 3.655, -5.538]]
}

# 5
{
  "formula": "C5H15IN4NbO8",
  "method": "ωB97M-V/def2-TZVPD",
  "spin_multiplicity": 1,
  "total_charge": -1,
  "elements": ["C", "C", "Nb", "I", "O", "N", "O", "H", "H", "H", "H", "H", "H", "C", "N", "O", "O", "H", "H", "H", "C", "N", "O", "O", "H", "H", "H", "C", "N", "O", "O", "H", "H", "H"],
  "positions_angstrom": [[3.450, -0.727, 3.666], [2.729, -0.757, 2.527], [3.813, 0.287, 1.096], [1.426, 1.556, 0.286], [5.055, 1.358, -0.165], [5.459, 2.545, 0.368], [6.431, 2.464, 1.037], [3.200, -0.033, 4.469], [4.336, -1.341, 3.778], [1.758, -1.186, 2.314], [3.686, -1.060, -0.168], [5.212, -0.606, 1.784], [4.200, 1.603, 2.350], [-1.459, -2.343, -1.387], [-0.199, -1.969, -0.689], [0.536, -1.191, -1.246], [-0.007, -2.470, 0.408], [-1.490, -1.808, -2.328], [-1.449, -3.419, -1.533], [-2.283, -2.046, -0.746], [-3.509, 1.206, -4.340], [-3.475, -0.101, -3.628], [-2.530, -0.832, -3.840], [-4.395, -0.343, -2.878], [-2.627, 1.277, -4.963], [-4.419, 1.227, -4.932], [-3.521, 1.983, -3.582], [-3.210, 0.978, 2.308], [-2.376, 0.952, 1.076], [-1.382, 1.633, 1.052], [-2.764, 0.223, 0.175], [-2.747, 1.655, 3.015], [-4.200, 1.318, 2.021], [-3.249, -0.035, 2.698]]
}

Number 1: lowest unoccupied orbital energy 1.50 eV, Kohn-Sham gap 5.978 eV, E -577381.6126 eV. Number 2: lowest unoccupied orbital energy -0.02 eV, Kohn-Sham gap 8.474 eV, E -12321.3178 eV. Number 3: lowest unoccupied orbital energy 0.72 eV, Kohn-Sham gap 9.221 eV, E -9268.9012 eV. Number 4: lowest unoccupied orbital energy 0.36 eV, Kohn-Sham gap 10.124 eV, E -34527.9553 eV. Number 5: lowest unoccupied orbital energy 1.86 eV, Kohn-Sham gap 5.766 eV, E -37404.5225 eV.